This record from the Open Molecules 2025 dataset describes a cluster of 2 separate species, C7H18SSi in total. The level of theory is ωB97M-V/def2-TZVPD.

```
27
Properties=species:S:1:pos:R:3:forces:R:3
C 0.235 -1.975 -0.780 -1.45 3.60 0.07
C 1.491 -1.270 -0.203 -2.65 0.77 0.79
C 1.636 -1.963 1.181 -0.03 0.86 -4.46
Si 1.300 0.645 -0.181 1.27 -2.32 2.85
C 2.836 1.379 0.688 -0.48 1.42 -2.57
S 4.292 1.185 -0.424 0.83 -0.85 0.00
H 0.440 -2.716 -1.431 1.21 -3.28 -1.56
H -0.512 -2.305 -0.045 0.36 0.20 -0.11
H -0.289 -1.339 -1.539 -0.07 0.15 0.82
H 2.245 -1.372 -0.932 1.55 -0.82 -0.43
H 1.829 -2.936 0.895 -0.22 -2.57 0.12
H 0.807 -1.777 1.740 -2.37 0.11 1.57
H 2.455 -1.668 1.641 3.91 1.65 2.58
H 0.295 0.841 0.855 -0.95 0.54 -0.11
H 1.196 1.110 -1.497 -0.42 0.85 -1.42
H 3.199 0.863 1.534 -0.45 0.14 1.55
H 2.630 2.508 0.716 0.70 -1.59 0.77
H 4.858 0.030 0.133 -0.76 1.15 -0.47
C -3.569 2.477 0.389 3.20 0.69 -4.63
C -3.647 1.207 0.121 -1.25 -1.66 0.81
C -3.245 0.280 -1.007 5.20 0.62 3.32
H -3.002 3.163 -0.286 -0.55 -0.36 0.66
H -4.023 2.841 1.192 -1.69 1.69 3.30
H -4.271 0.769 0.930 0.46 -0.73 -0.81
H -2.426 -0.480 -0.563 -2.17 1.19 -0.81
H -2.680 0.677 -1.829 -0.14 0.83 -0.43
H -4.082 -0.175 -1.300 -3.04 -2.27 -1.41
```
Positions in Å, forces in eV/Å.

Results
Net charge   0
Frontier orbital gap   0.347 Eh
HOMO   -8.64 eV
ΔE to the lowest compared entry with this formula, charge and spin   263.9 kJ/mol